# 1
BrCl2P | ωB97M-V/def2-TZVPD

Geometry as XYZ:
```
4
Properties=species:S:1:pos:R:3:forces:R:3
P -0.888170 -0.661767 -0.098762 -1.44 0.62 0.31
Cl -0.627429 -1.878394 -1.645286 0.17 -0.67 -0.84
Cl 0.922374 -0.566488 0.688302 1.27 0.11 0.54
Br 0.593225 3.106649 1.055745 0.01 -0.06 -0.01
```
Forces are in eV/Å.

Results
ΔE to the lowest compared entry with this formula, charge and spin ... 0.15 kcal/mol
E_HOMO (spin up / spin down) ... -0.40350 / -0.30623 hartree
Orbital gap (spin up / spin down) ... 9.7 / 4.7 eV

# 2
C2H4NO2 | ωB97M-V/def2-TZVPD

Geometry as XYZ:
```
9
Properties=species:S:1:pos:R:3:forces:R:3
C 1.471677 0.244961 -0.135593 0.47 -0.68 -2.05
C 0.061481 -0.110487 0.355983 0.95 -3.39 -0.41
N -2.584398 -0.482433 0.243547 1.93 -3.40 2.12
O -3.389655 0.136273 -0.184039 -4.20 2.50 -1.83
O -0.980172 0.387211 -0.024400 3.13 1.15 0.29
H 1.373314 0.230986 -1.287527 -0.14 0.19 1.55
H 1.648835 1.277967 0.126941 0.44 0.27 0.18
H 2.357102 -0.496688 0.036462 -2.12 1.30 0.58
H 0.041819 -1.187786 0.868623 -0.46 2.06 -0.43
```
Forces are in eV/Å.

Results
2S+1 ... 3
ΔE to the lowest compared entry with this formula, charge and spin ... 72.08 kcal/mol
Charge ... +1
E_HOMO (spin up / spin down) ... -0.47668 / -0.69544 hartree
⟨S²⟩ ... 2.0097
Orbital gap (spin up / spin down) ... 6.4 / 9.0 eV

# 3
KO4S | ωB97M-V/def2-TZVPD

Geometry as XYZ:
```
6
Properties=species:S:1:pos:R:3:forces:R:3
K 7.607779 -8.926719 4.311032 -1.82 -1.74 0.22
S 8.807259 -6.523712 3.472160 2.42 6.88 -2.56
O 9.297722 -7.599871 4.341096 3.38 1.29 3.91
O 9.904805 -5.816345 2.683778 -0.95 -1.71 1.89
O 8.004215 -7.324004 2.648045 -4.25 -3.70 -5.72
O 7.853565 -5.433527 3.888654 1.22 -1.03 2.26
```
Forces are in eV/Å.

Results
ΔE to the lowest compared entry with this formula, charge and spin ... 32.97 kcal/mol
Charge ... -1
E_HOMO ... -0.11389 hartree
Orbital gap ... 4.9 eV

# 4
C33H34N5O3S11Tc | ωB97M-V/def2-TZVPD

Geometry as XYZ:
```
87
Properties=species:S:1:pos:R:3:forces:R:3
Tc 0.212472 0.411787 0.936951 0.01 0.39 1.01
S -3.313995 3.045482 1.940938 0.03 -0.09 -0.03
C -1.960703 2.158115 1.696981 -0.04 0.19 0.13
S -1.643660 0.577094 2.386126 0.20 -0.06 -0.46
S -0.593385 2.617693 0.710592 0.02 -0.24 0.14
S -2.456277 -3.426743 5.934980 -0.04 -0.04 -0.28
C -1.833987 -3.137702 4.421652 -0.18 -0.08 -0.32
S -0.287386 -2.418991 4.153981 0.49 0.26 0.29
C -0.489220 -2.449661 2.432041 -0.14 -0.28 -0.25
N -1.613930 -2.965836 2.065973 -0.19 -0.14 0.44
N -2.359310 -3.361939 3.184027 -0.16 -0.06 -0.42
C -3.649709 -3.917184 2.875881 0.25 0.29 0.08
C -4.145826 -5.020689 3.548727 0.00 -0.16 0.03
C -5.395971 -5.522674 3.203337 -0.01 0.00 0.02
C -6.144874 -4.931898 2.194042 0.08 0.02 0.03
C -5.631441 -3.829088 1.520483 0.00 -0.02 0.00
C -4.387452 -3.320461 1.861329 -0.08 0.03 -0.01
S 0.772080 -1.926736 1.331757 -0.13 0.05 0.32
H -3.561186 -5.485928 4.328975 -0.02 0.05 0.01
H -5.783549 -6.386332 3.734329 0.04 0.08 -0.05
H -7.122203 -5.323903 1.936825 0.06 0.01 0.01
H -6.205559 -3.354757 0.730074 0.06 -0.03 0.08
H -3.981028 -2.458613 1.355007 0.04 0.03 -0.05
C 4.382225 -2.079055 -0.156967 -0.02 0.01 -0.01
S 4.155855 -0.402326 0.493207 0.01 0.03 -0.09
C 3.789011 -0.718975 2.176945 0.21 -0.07 -0.16
C 2.876232 -0.060210 2.900647 -0.37 0.08 0.29
S 1.748153 1.203275 2.420756 -0.04 0.03 -0.57
S 2.805974 -0.473710 4.598166 -0.20 0.20 0.05
C 4.033345 -1.669451 4.619225 0.07 -0.10 0.03
S 4.489056 -2.512589 5.953655 0.00 0.00 -0.02
S 4.739629 -1.882657 3.061791 0.25 -0.18 -0.15
H 4.485364 -1.959483 -1.238665 -0.02 0.03 0.11
H 3.506799 -2.688559 0.062970 0.00 -0.01 -0.01
H 5.286534 -2.551447 0.224316 -0.02 0.02 0.02
C 6.647730 -2.771026 -4.284527 0.01 0.10 0.00
C 6.523608 -1.338545 -3.813645 -0.07 -0.07 -0.01
C 7.674460 -0.667604 -3.422985 -0.08 0.06 0.05
C 7.590234 0.636987 -2.946912 0.02 -0.04 -0.02
C 6.370902 1.275742 -2.916197 0.01 0.08 -0.03
C 5.198260 0.629277 -3.335690 -0.21 0.24 -0.15
N 4.034281 1.421634 -3.272188 -0.03 -0.36 -0.06
C 2.755960 1.182938 -3.820484 0.65 0.14 -0.11
C 2.590020 1.019690 -5.194266 0.04 -0.12 -0.16
C 1.329844 0.812702 -5.733021 0.02 0.05 0.06
C 0.208757 0.790859 -4.907487 0.08 -0.01 0.07
C 0.370661 0.970146 -3.541077 -0.05 0.00 -0.06
C 1.635433 1.176020 -2.997063 -0.44 -0.04 0.05
C 1.782094 1.361265 -1.518992 0.19 -0.22 0.27
O 2.519409 2.217520 -1.067329 -0.13 0.15 0.16
O 1.135734 0.461395 -0.830135 0.12 0.06 -0.37
C 5.260865 -0.712619 -3.746780 -0.04 -0.15 0.02
C 4.021370 -1.533839 -4.038511 0.06 0.07 -0.06
H 7.695923 -3.066846 -4.312786 -0.01 0.01 -0.01
H 6.230295 -2.908513 -5.285014 -0.01 0.02 0.03
H 6.127681 -3.467769 -3.623550 0.01 0.01 0.03
H 8.632052 -1.175680 -3.466579 -0.06 0.04 -0.01
H 8.481546 1.160130 -2.615571 -0.08 -0.05 -0.02
H 6.296429 2.304961 -2.575172 0.01 -0.11 -0.05
H 3.996856 2.025498 -2.464911 -0.08 0.01 0.17
H 3.467101 1.058002 -5.832986 -0.06 -0.01 0.05
H 1.219821 0.691911 -6.805284 0.01 -0.01 0.06
H -0.777587 0.634767 -5.325430 0.00 0.02 0.00
H -0.483797 0.948933 -2.867930 0.10 0.00 -0.07
H 3.682947 -1.443228 -5.077389 0.04 0.01 0.10
H 3.182241 -1.241366 -3.407782 0.02 0.05 -0.01
H 4.212236 -2.590138 -3.852071 0.00 0.03 0.00
C -4.000008 -0.268511 -0.267391 0.00 -0.21 -0.16
N -3.279340 -1.288811 -1.034176 -0.15 0.12 -0.02
C -3.919586 -1.638038 -2.298591 -0.02 0.02 0.18
C -1.910507 -1.257240 -0.962357 0.22 0.10 0.13
O -1.356044 -0.273370 -0.429884 -0.22 -0.17 -0.31
N -1.242363 -2.299882 -1.507340 0.08 -0.16 -0.02
C 0.153463 -2.191639 -1.920828 -0.22 -0.15 -0.06
C -1.795836 -3.646242 -1.544923 0.09 0.14 0.01
H -5.049801 -0.563085 -0.221523 0.01 0.01 -0.02
H -3.920395 0.716337 -0.730823 0.00 0.06 -0.03
H -3.611280 -0.201473 0.742521 0.09 0.01 0.04
H -4.221305 -0.726973 -2.823335 -0.02 0.04 -0.02
H -4.811823 -2.243328 -2.127037 0.01 -0.02 0.04
H -3.243630 -2.191267 -2.940866 0.04 0.00 0.00
H 0.514450 -1.180817 -1.778456 -0.04 -0.02 0.04
H 0.231437 -2.456578 -2.981604 -0.03 -0.02 0.04
H 0.772202 -2.871470 -1.331662 -0.02 0.01 -0.03
H -2.735812 -3.692338 -1.004797 -0.04 0.05 0.06
H -1.090871 -4.319770 -1.054805 0.02 -0.01 0.02
H -1.951292 -3.993254 -2.571132 0.03 0.01 -0.02
```
Forces are in eV/Å.

Results
2S+1 ... 2
ΔE to the lowest compared entry with this formula, charge and spin ... 0.00 kcal/mol
Charge ... -1
E_HOMO (spin up / spin down) ... -0.20237 / -0.20362 hartree
⟨S²⟩ ... 0.7715
Orbital gap (spin up / spin down) ... 6.1 / 6.6 eV

What did the third record say?
KO4S | ωB97M-V/def2-TZVPD

Geometry as XYZ:
```
6
Properties=species:S:1:pos:R:3:forces:R:3
K 7.607779 -8.926719 4.311032 -1.82 -1.74 0.22
S 8.807259 -6.523712 3.472160 2.42 6.88 -2.56
O 9.297722 -7.599871 4.341096 3.38 1.29 3.91
O 9.904805 -5.816345 2.683778 -0.95 -1.71 1.89
O 8.004215 -7.324004 2.648045 -4.25 -3.70 -5.72
O 7.853565 -5.433527 3.888654 1.22 -1.03 2.26
```
Forces are in eV/Å.

Results
ΔE to the lowest compared entry with this formula, charge and spin ... 32.97 kcal/mol
Charge ... -1
E_HOMO ... -0.11389 hartree
Orbital gap ... 4.9 eV

Which of these has the lowest ΔE to the lowest compared entry with this formula, charge and spin?
C33H34N5O3S11Tc

Which of these has the highest ΔE to the lowest compared entry with this formula, charge and spin?
C2H4NO2

Please write out number 2 again, unchanged.
C2H4NO2 | ωB97M-V/def2-TZVPD

Geometry as XYZ:
```
9
Properties=species:S:1:pos:R:3:forces:R:3
C 1.471677 0.244961 -0.135593 0.47 -0.68 -2.05
C 0.061481 -0.110487 0.355983 0.95 -3.39 -0.41
N -2.584398 -0.482433 0.243547 1.93 -3.40 2.12
O -3.389655 0.136273 -0.184039 -4.20 2.50 -1.83
O -0.980172 0.387211 -0.024400 3.13 1.15 0.29
H 1.373314 0.230986 -1.287527 -0.14 0.19 1.55
H 1.648835 1.277967 0.126941 0.44 0.27 0.18
H 2.357102 -0.496688 0.036462 -2.12 1.30 0.58
H 0.041819 -1.187786 0.868623 -0.46 2.06 -0.43
```
Forces are in eV/Å.

Results
2S+1 ... 3
ΔE to the lowest compared entry with this formula, charge and spin ... 72.08 kcal/mol
Charge ... +1
E_HOMO (spin up / spin down) ... -0.47668 / -0.69544 hartree
⟨S²⟩ ... 2.0097
Orbital gap (spin up / spin down) ... 6.4 / 9.0 eV